Computed, not measured: a structure of composition C34H25N7O3SYb in a non-equilibrium geometry, with ωB97M-V with the def2-TZVPD basis set.

The geometry in ORCA input format:
```
! RIJCOSX wB97M-V def2-TZVPD def2/J DEFGRID3
* xyz 1 2
Yb -0.0052 -0.4119 -0.3775
O 0.2649 -1.7742 6.3645
C 1.3348 -1.9544 5.7438
O 2.5782 -1.9359 5.9567
C 1.0915 -2.1762 4.1873
C -0.2144 -2.1715 3.7177
C -0.4863 -2.0649 2.3558
N 0.4868 -1.8510 1.4645
C 1.7664 -1.9589 1.8646
C 2.0942 -2.1644 3.2187
C 2.7916 -1.6382 0.8673
C 4.1369 -1.6074 1.2234
C 5.1255 -1.3475 0.2420
C 4.6946 -1.0716 -1.0481
C 3.3021 -1.0555 -1.3122
N 2.4203 -1.1919 -0.3633
C -1.8646 -2.0064 1.8909
C -2.9024 -2.4562 2.7130
C -4.1970 -2.6000 2.1909
C -4.3991 -2.1142 0.9192
C -3.3444 -1.5015 0.2276
N -2.1061 -1.4011 0.6875
H -1.0471 -2.0405 4.4416
H 3.1409 -2.1801 3.5465
H 4.3592 -1.6875 2.2913
H 6.1584 -1.4440 0.4847
H 5.3458 -0.9217 -1.9501
H 2.9700 -0.8130 -2.2913
H -2.6129 -2.7202 3.7307
H -5.0395 -3.0782 2.6920
H -5.3154 -2.2718 0.3418
H -3.5241 -0.9967 -0.7111
S -2.8229 1.2900 -4.1530
C -3.0421 2.3423 -2.8422
C -3.7612 3.5372 -2.8039
C -4.0108 4.1141 -1.5792
C -3.5677 3.5419 -0.3813
C -2.8128 2.3988 -0.3777
C -2.5240 1.7916 -1.6184
N -1.8255 0.6216 -1.8153
C -1.8868 0.2432 -3.0898
C -1.2461 -0.9799 -3.5880
C -1.6376 -1.4559 -4.8858
C -0.9845 -2.5454 -5.4585
C 0.0923 -3.1728 -4.8205
C 0.4385 -2.6828 -3.5703
C -0.1882 -1.5959 -2.9347
H -4.1069 3.9747 -3.7463
H -4.5503 5.0352 -1.5348
H -3.9916 3.9407 0.5652
H -2.3645 2.0225 0.5261
H -2.4287 -0.9447 -5.4528
H -1.2198 -2.9115 -6.4795
H 0.6818 -3.9517 -5.2923
H 1.3196 -3.0251 -3.0658
C 0.9149 2.9497 3.1678
N 1.5442 2.7662 1.8812
C 2.5811 3.5701 1.4256
C 2.8519 3.5770 0.0856
C 2.2575 2.5921 -0.7693
N 1.3146 1.7626 -0.2938
C 0.9651 1.8635 1.0115
O 0.0462 1.1011 1.4338
N 2.6629 2.4418 -2.0346
H 0.1107 3.6932 3.1032
H 1.6509 3.3257 3.8985
H 0.5178 1.9752 3.5087
H 3.1863 4.1344 2.1292
H 3.5908 4.2534 -0.2954
H 3.1981 3.1439 -2.5227
H 2.0426 1.8695 -2.6413
*
```

Properties
- total energy (eV) = -94599.6199

***

Computed, not measured: a structure of composition C23H19N5O8Se2W in a non-equilibrium geometry, with ωB97M-V with the def2-TZVPD basis set.

The geometry in ORCA input format:
```
! RIJCOSX wB97M-V def2-TZVPD def2/J DEFGRID3
* xyz 0 1
W -0.9844 0.3649 -0.1913
O -1.9563 6.2843 1.9356
C -1.7763 5.0468 1.4410
C -2.1096 4.6993 0.1325
C -1.8663 3.4062 -0.2668
N -1.3409 2.5221 0.5494
C -1.0237 2.8341 1.7895
C -1.2229 4.0935 2.2970
C -0.4006 1.6840 2.5013
O 0.0257 1.7127 3.6161
O -0.3598 0.6058 1.7090
C -2.1172 2.8415 -1.6255
O -2.5663 3.4907 -2.5307
O -1.7711 1.5742 -1.6770
H -2.3373 6.8633 1.2647
H -2.5440 5.3996 -0.5712
H -0.9652 4.3263 3.3209
O 1.7560 -1.9595 -0.4993
C 1.3769 -3.3043 -0.5934
C -0.0266 -3.4966 -1.1677
C -0.0811 -4.9922 -1.5528
O -0.0814 -5.8835 -0.4473
C -1.2051 -3.2185 -0.2241
Se -0.9462 -1.8445 1.0920
C -0.2409 -2.7048 -2.4385
Se -0.5797 -0.7794 -2.3858
H 2.7114 -1.8961 -0.3917
H 1.4253 -3.7918 0.3920
H 2.0713 -3.8183 -1.2718
H 0.7487 -5.2211 -2.2296
H -1.0107 -5.1853 -2.0903
H 0.7584 -5.8154 0.0172
H -1.4438 -4.1183 0.3399
H -2.0892 -2.9225 -0.7912
H -1.1552 -3.0537 -2.9194
H 0.5907 -2.8348 -3.1332
O -2.9136 -0.3091 -0.4455
N -3.0676 0.5081 0.5509
C -3.8954 0.1826 1.4798
C -4.0073 1.0741 2.6115
N -4.0928 1.8002 3.4966
C -4.7632 -0.9572 1.3436
N -5.4545 -1.8673 1.2387
C 0.8569 1.4947 -0.7135
C 2.2057 0.9086 -0.4115
C 3.0806 0.6659 -1.4681
C 4.3700 0.2090 -1.2476
C 4.8047 -0.0229 0.0534
C 3.9352 0.1941 1.1213
C 2.6502 0.6500 0.8853
C 6.1634 -0.4670 0.2959
N 7.2399 -0.8206 0.4893
H 0.7893 1.7149 -1.7740
H 0.7913 2.4528 -0.2029
H 2.7424 0.8394 -2.4826
H 5.0449 0.0436 -2.0772
H 4.2710 0.0053 2.1328
H 1.9860 0.7919 1.7246
*
```

Properties
- total energy (eV) = -180505.5248
- relative energy (zero: lowest compared OMol25 entry of this formula, charge and spin) (eV) = 2.746

***

Computed, not measured: a structure of composition C33H40MgN12O3S2, with ωB97M-V with the def2-TZVPD basis set.

The geometry in ORCA input format:
```
! RIJCOSX wB97M-V def2-TZVPD def2/J DEFGRID3
* xyz 2 1
Mg -0.4203 0.4069 0.1032
N 1.0811 1.4724 1.7977
N 1.3014 0.6897 2.9437
C 1.2957 -0.6579 2.8486
N 1.7092 -1.3120 3.9326
S 0.8171 -1.4758 1.4505
H 1.9492 1.5668 1.2730
H 0.7931 2.3893 2.1220
H 1.8182 1.1174 3.6993
H 1.9996 -0.8478 4.7779
H 1.7121 -2.3177 3.9149
O 1.1154 0.7852 -1.1334
C 1.2327 1.5875 -2.3342
C 1.2531 3.0706 -2.0090
C 0.2267 3.4818 -0.9470
C -1.1915 3.1393 -1.3260
C -1.9453 4.0108 -2.1005
C -3.2472 3.6837 -2.4282
C -3.7773 2.4912 -1.9565
C -2.9697 1.6722 -1.2006
N -1.6881 1.9596 -0.8978
H 1.3862 -0.1519 -1.3878
H 0.4005 1.3523 -3.0014
H 2.1544 1.3053 -2.8353
H 1.0610 3.6160 -2.9347
H 2.2475 3.3605 -1.6634
H 0.3019 4.5530 -0.7607
H 0.4676 2.9744 -0.0159
H -1.5109 4.9487 -2.4233
H -3.8494 4.3567 -3.0259
H -4.7990 2.2035 -2.1654
H -3.3569 0.7419 -0.7998
C -4.2757 -0.0846 4.1896
N -3.2130 0.4525 3.3254
C -2.4283 -0.1934 2.4752
N -1.7207 0.6757 1.7619
C -2.1433 1.8807 2.2614
N -3.0413 1.7884 3.2067
C -5.6386 0.1840 3.5999
C -6.6206 0.7890 4.3672
C -7.8796 1.0298 3.8269
C -8.1532 0.6851 2.5166
C -7.1619 0.0865 1.7396
C -5.9132 -0.1705 2.2841
C -7.4707 -0.2578 0.3473
N -8.5918 -0.1317 -0.2583
N -8.3840 -0.5880 -1.5649
C -7.1581 -0.9516 -1.6261
O -6.4948 -0.7694 -0.4521
C -6.4527 -1.5181 -2.7812
C -7.1751 -1.7641 -3.9428
C -6.5350 -2.3158 -5.0417
C -5.1839 -2.6175 -4.9852
C -4.4588 -2.3691 -3.8257
C -2.9880 -2.7197 -3.8193
N -2.3218 -2.3176 -2.5830
C -1.7820 -1.1447 -2.2923
N -1.3945 -1.1267 -1.0257
C -1.7418 -2.3779 -0.5850
N -2.3132 -3.1272 -1.4959
C -5.0942 -1.8213 -2.7217
H -4.1760 0.3865 5.1626
H -4.0841 -1.1513 4.2937
H -2.3845 -1.2691 2.4002
H -1.7899 2.8355 1.9002
H -6.4071 1.0794 5.3897
H -8.6444 1.4985 4.4316
H -9.1264 0.8704 2.0802
H -5.1559 -0.6476 1.6693
H -8.2306 -1.5249 -3.9709
H -7.0940 -2.5163 -5.9466
H -4.6934 -3.0526 -5.8504
H -2.4736 -2.2270 -4.6425
H -2.8418 -3.7923 -3.9184
H -1.6864 -0.3403 -3.0062
H -1.5424 -2.7382 0.4135
H -4.5564 -1.6427 -1.7978
O 1.5184 -1.6655 -1.6415
S 1.8341 -2.7012 -2.7170
C 1.1407 -4.2571 -2.1193
C 2.2283 -5.3067 -2.3271
C 3.5095 -4.6459 -1.8186
C 3.5489 -3.2597 -2.4650
H 0.2003 -4.4566 -2.6317
H 0.9516 -4.0688 -1.0587
H 2.3213 -5.5531 -3.3878
H 1.9911 -6.2284 -1.7963
H 4.3998 -5.2214 -2.0655
H 3.4685 -4.5477 -0.7327
H 4.0210 -3.2738 -3.4469
H 4.0139 -2.4854 -1.8568
*
```

Properties
- total energy (eV) = -86001.0974
- relative energy (zero: lowest compared OMol25 entry of this formula, charge and spin) (eV) = 0.000

***

Computed, not measured: a structure of composition C22H39Cl3DyN3O3Si in a non-equilibrium geometry, with ωB97M-V with the def2-TZVPD basis set.

The geometry in ORCA input format:
```
! RIJCOSX wB97M-V def2-TZVPD def2/J DEFGRID3
* xyz 0 6
C -1.5908 -2.1577 -4.1656
C -1.1411 -2.9209 -2.9677
H -1.7808 -2.8477 -4.9864
H -0.8591 -1.4040 -4.4874
H -2.5181 -1.6270 -3.9260
C -0.5815 -4.1447 -3.0164
C -0.2825 -4.8671 -4.2862
H -0.4035 -4.7182 -2.0970
H -0.0401 -4.1857 -5.1224
H -1.1357 -5.4961 -4.5961
H 0.5683 -5.5466 -4.1382
Dy 0.3827 0.8932 -0.8955
Cl -2.1958 1.3575 -0.5750
Cl 2.5606 2.1046 -1.7045
H 0.8270 5.2488 3.1558
H -1.4410 6.1498 2.4856
C 1.0305 4.9696 2.1188
C -1.1887 5.8952 1.4477
N -0.2302 4.7935 1.4103
H 1.5868 4.0340 2.0715
C -0.4389 3.7181 0.6517
O 0.4361 2.8518 0.4060
H -2.0935 5.5858 0.9119
H -1.4575 3.5968 0.2440
H 1.6152 5.7747 1.6628
H -0.7715 6.7930 0.9681
H 1.3794 -1.6740 -3.1538
H 2.4415 -4.1874 -1.8382
C 2.4326 -1.4481 -2.9333
C 3.2982 -3.4939 -1.8016
N 2.8618 -2.1079 -1.6989
H 2.5570 -0.3602 -2.8554
C 2.7980 -1.5296 -0.4851
O 2.1777 -0.4815 -0.2427
H 3.8911 -3.7297 -0.9090
H 3.3361 -2.0947 0.3009
H 3.0486 -1.8488 -3.7464
H 3.8979 -3.6178 -2.7089
O -0.3994 -1.1019 -1.6950
C -1.2630 -2.1572 -1.6579
C 0.1097 -3.4658 0.0474
C -1.1451 -3.0752 -0.4154
H 0.9831 -3.0168 -0.4251
C 0.2257 -4.4318 1.0544
H -2.3003 -1.7740 -1.6486
C -2.2913 -3.6366 0.1467
H 1.2263 -4.6959 1.4205
C -0.9173 -5.0544 1.5597
C -2.1860 -4.6519 1.1060
H -3.2721 -3.3078 -0.2063
H -0.8166 -5.8536 2.3057
H -3.0768 -5.1434 1.5009
Si -0.4716 3.5806 -3.9868
Cl -0.3388 1.4328 -3.5575
C 1.2491 4.2869 -3.9888
C -1.6928 4.3309 -2.7871
C -1.1647 3.8357 -5.7077
H 1.8456 3.9542 -3.1234
H 1.1896 5.3838 -3.9798
H 1.7739 3.9754 -4.9017
H -0.4574 3.4862 -6.4734
H -1.3323 4.9160 -5.8679
H -2.1216 3.3178 -5.8313
H -1.8344 3.7052 -1.8964
H -2.6586 4.4090 -3.3012
H -1.3962 5.3506 -2.4778
C -0.0788 -0.4314 3.8769
C -0.0737 -0.1127 2.4669
N -0.0510 0.1742 1.3428
H -0.9786 0.0032 4.3406
H 0.8127 0.0179 4.3470
H -0.0740 -1.5260 4.0110
*
```

Properties
- total energy (eV) = -103595.6017

***

Computed, not measured: a structure of composition CH2N2O in a non-equilibrium geometry, with ωB97M-V with the def2-TZVPD basis set.

The geometry in ORCA input format:
```
! RIJCOSX wB97M-V def2-TZVPD def2/J DEFGRID3
* xyz 0 1
C -0.1186 0.0793 0.8319
N 0.0834 -1.0166 0.1868
N -0.1744 -0.1827 -1.0632
O -0.2679 0.9517 -0.1864
H -0.1821 0.2998 1.8784
H 0.6596 -0.1314 -1.6476
*
```

Properties
- total energy (eV) = -6093.2990
- relative energy (zero: lowest compared OMol25 entry of this formula, charge and spin) (eV) = 3.713

***

Computed, not measured: the molecule C8H16N2Si in a non-equilibrium geometry, with ωB97M-V with the def2-TZVPD basis set.

The geometry in ORCA input format:
```
! RIJCOSX wB97M-V def2-TZVPD def2/J DEFGRID3
* xyz 0 1
C 2.3878 -0.7314 0.3415
C 3.5953 -0.4368 -0.1558
C 2.3264 1.1652 -0.6898
C -2.0555 -1.9285 0.3320
C -1.2503 1.4547 -2.0686
C -0.3097 0.5711 2.2080
C -0.6003 -1.6397 0.0660
C -1.3619 1.3196 -0.5329
N 1.5383 0.2815 -0.0052
N 3.5744 0.7972 -0.7231
Si -0.1702 0.1815 0.3323
H 2.0263 -1.6246 0.8241
H 4.5286 -0.8221 -0.0286
H 2.1969 2.2309 -1.0567
H -2.7202 -1.6192 -0.3141
H -2.1844 -2.9806 0.4833
H -2.4208 -1.5489 1.2638
H -1.6681 0.5151 -2.5379
H -1.7174 2.4157 -2.5182
H -0.2738 1.6357 -2.3962
H -1.2026 -0.0212 2.6029
H 0.4849 0.4964 2.9865
H -0.6908 1.6223 2.0747
H -0.2278 -1.8491 -0.9150
H 0.0293 -2.4048 0.6854
H -2.2696 0.6326 -0.1749
H -1.5649 2.2872 -0.0832
*
```

Properties
- total energy (eV) = -19412.9133
- structure (SMILES) = CC[Si](C)(CC)n1ccnc1
- relative energy (zero: lowest compared OMol25 entry of this formula, charge and spin) (eV) = 1.751

***

What is the formula in the third record? C33H40MgN12O3S2

***

Which value of total energy does entry 6 give? -19412.9133 eV